{
  "formula": "C24H66O9",
  "method": "ωB97M-V/def2-TZVPD",
  "elements": ["C", "C", "C", "O", "H", "H", "H", "H", "H", "H", "H", "H", "C", "C", "C", "O", "H", "H", "H", "H", "H", "H", "H", "H", "C", "C", "C", "O", "H", "H", "H", "H", "H", "H", "H", "H", "C", "C", "C", "O", "H", "H", "H", "H", "H", "H", "H", "H", "C", "C", "C", "O", "H", "H", "H", "H", "H", "H", "H", "H", "C", "C", "C", "O", "H", "H", "H", "H", "H", "H", "H", "H", "C", "C", "O", "H", "H", "H", "H", "H", "H", "C", "C", "O", "H", "H", "H", "H", "H", "H", "C", "C", "O", "H", "H", "H", "H", "H", "H"],
  "coordinates": [[-0.02294, 0.44251, -0.32524], [0.25889, -1.03947, -0.17726], [-0.48578, -1.60731, 1.03183], [-0.13138, -1.73456, -1.37147], [-1.09057, 0.65513, -0.24128], [0.32130, 0.82468, -1.28605], [0.51356, 0.99909, 0.45092], [1.33049, -1.21676, -0.06086], [-0.27561, -2.67283, 1.16003], [-1.55538, -1.59116, 0.80366], [-0.16223, -1.06371, 1.91463], [-1.10142, -1.72084, -1.37605], [-2.37281, 2.84609, 3.10355], [-3.41014, 1.72858, 2.90022], [-4.01932, 1.72131, 1.51862], [-2.86734, 0.42761, 3.11748], [-2.07974, 2.92764, 4.15189], [-2.85432, 3.78958, 2.84601], [-1.49647, 2.63409, 2.48775], [-4.18472, 1.91782, 3.65766], [-4.99489, 1.23940, 1.53023], [-3.35324, 1.19518, 0.82850], [-4.12657, 2.72613, 1.10488], [-2.73621, 0.27589, 4.05742], [3.51055, -3.64305, -0.94759], [2.32451, -4.24881, -1.66246], [2.58443, -5.66534, -2.10194], [1.17727, -4.24983, -0.80571], [3.32197, -2.60382, -0.67934], [4.40257, -3.68955, -1.57856], [3.71929, -4.20924, -0.03642], [2.08248, -3.63549, -2.54152], [3.33475, -5.66723, -2.89652], [1.68528, -6.09270, -2.54608], [2.88479, -6.27643, -1.25124], [0.71376, -3.41152, -0.93513], [-2.64599, 3.00562, -2.00640], [-2.19498, 4.38413, -1.52329], [-0.70223, 4.57940, -1.77329], [-2.90720, 5.41822, -2.20302], [-2.36112, 2.83866, -3.04797], [-3.73696, 2.95524, -1.95594], [-2.19200, 2.27532, -1.33778], [-2.40529, 4.48640, -0.45786], [-0.48063, 4.52154, -2.84052], [-0.11027, 3.77817, -1.30855], [-0.34354, 5.51927, -1.35710], [-3.09234, 5.10241, -3.09234], [-4.84152, -1.02397, -3.27070], [-4.14752, -0.69060, -1.96751], [-4.61570, -1.53061, -0.80407], [-2.72506, -0.97479, -2.11357], [-4.69015, -2.08096, -3.49511], [-4.39948, -0.43966, -4.08496], [-5.90441, -0.78853, -3.26106], [-4.19471, 0.36797, -1.70226], [-5.70320, -1.54226, -0.71682], [-4.14284, -1.21678, 0.12661], [-4.32951, -2.57625, -0.95582], [-2.50507, -1.01323, -3.04868], [4.27345, 1.64381, -0.92074], [4.06264, 2.15910, 0.48226], [2.93201, 3.15416, 0.58311], [3.80896, 1.02319, 1.31328], [5.06171, 0.88756, -0.87964], [4.58867, 2.40054, -1.63818], [3.36550, 1.14317, -1.26791], [5.00394, 2.59966, 0.83501], [2.04241, 2.69892, 0.13566], [3.15071, 4.07256, 0.03683], [2.74728, 3.42430, 1.62436], [3.04997, 1.21364, 1.87741], [1.54534, 0.29036, -5.21225], [0.31243, 0.81158, -4.48326], [-0.12381, 2.07324, -4.99345], [2.27834, 1.07424, -5.39526], [1.26940, -0.16810, -6.16316], [1.99425, -0.52250, -4.63269], [0.50001, 0.92001, -3.41481], [-0.49326, 0.10339, -4.66676], [0.53503, 2.72742, -4.74293], [1.99262, -3.35903, 3.51815], [2.86302, -4.54642, 3.88638], [3.19751, -4.55402, 5.27322], [1.75582, -3.41708, 2.45275], [2.57861, -2.44672, 3.66214], [1.08619, -3.35053, 4.11709], [3.75609, -4.61996, 3.26296], [2.28501, -5.45738, 3.71046], [4.00198, -4.04653, 5.40875], [1.25249, 0.66045, 5.48643], [0.76488, 0.51549, 4.06662], [1.56033, 1.29869, 3.16881], [0.67055, 0.01637, 6.14814], [1.15243, 1.69228, 5.81926], [2.29082, 0.33667, 5.57853], [-0.27383, 0.86353, 4.07766], [0.72812, -0.53713, 3.77590], [0.95930, 1.55527, 2.46329]],
  "forces_ev_per_a": [[0.3, 0.3, 0.1], [-0.3, -0.2, 0.0], [0.4, -0.6, -0.8], [0.2, -0.1, 0.4], [0.0, -0.1, 0.0], [0.1, -0.1, 0.0], [-0.1, 0.0, 0.0], [0.0, 0.1, -0.1], [0.3, 0.1, 0.1], [-0.1, 0.6, 0.5], [-0.5, 0.0, 0.2], [0.0, 0.0, -0.3], [-0.4, -0.6, -0.1], [0.1, 0.5, 0.8], [0.2, 0.1, -0.4], [0.1, -0.1, -0.1], [0.1, -0.2, 0.0], [0.3, 0.1, -0.2], [0.0, 0.3, -0.1], [-0.1, -0.1, -0.2], [0.0, -0.1, -0.1], [-0.1, -0.1, 0.1], [-0.1, 0.0, 0.2], [0.0, 0.1, 0.0], [0.3, -0.1, 0.0], [-0.6, 0.3, 0.1], [-0.2, 0.0, -0.4], [0.2, -0.2, 0.0], [0.0, 0.0, 0.0], [0.0, 0.1, 0.0], [0.0, 0.0, 0.0], [0.1, -0.1, 0.0], [0.2, -0.1, 0.3], [-0.1, 0.0, 0.2], [0.1, -0.1, -0.1], [-0.2, 0.1, -0.1], [-0.2, 0.6, 0.4], [0.4, -0.1, -0.9], [0.3, -0.5, 0.4], [-0.2, 0.0, 0.3], [0.3, -0.1, 0.1], [0.0, -0.2, 0.2], [-0.1, -0.3, -0.3], [-0.1, 0.1, 0.0], [-0.1, 0.2, -0.1], [-0.2, 0.1, 0.1], [-0.1, 0.1, -0.2], [0.0, 0.1, -0.1], [0.2, 0.3, -0.2], [0.8, -0.3, 0.1], [-0.1, -0.6, 0.1], [-0.3, 0.0, 0.1], [-0.2, 0.0, 0.0], [0.0, 0.0, 0.0], [0.0, -0.1, 0.1], [-0.3, 0.1, -0.2], [0.0, 0.3, 0.2], [-0.2, 0.1, 0.1], [0.1, 0.1, -0.2], [0.0, 0.1, 0.0], [0.2, -0.5, -0.1], [0.3, -0.2, 0.3], [0.0, 0.1, -0.1], [-0.1, 0.1, -0.3], [-0.1, 0.0, -0.1], [-0.1, 0.2, 0.1], [0.0, 0.1, -0.1], [-0.1, 0.2, 0.0], [-0.1, 0.1, 0.1], [0.0, 0.0, 0.0], [-0.1, 0.0, 0.0], [0.1, -0.2, 0.3], [-0.2, -0.5, 0.1], [0.4, 0.3, -0.4], [-0.2, -0.1, -0.1], [0.1, 0.0, 0.1], [0.0, 0.3, -0.1], [0.1, 0.2, 0.1], [-0.1, -0.3, 0.1], [-0.2, 0.1, 0.3], [0.0, 0.0, -0.1], [0.8, 0.0, -0.4], [-0.5, -0.3, 0.2], [0.1, -0.1, 0.0], [-0.2, 0.0, 0.0], [-0.3, 0.1, 0.1], [0.0, 0.1, 0.0], [0.1, 0.2, 0.0], [0.1, -0.1, 0.1], [0.0, 0.1, 0.0], [0.4, -0.2, 0.0], [-0.5, 0.0, 0.6], [-0.4, -0.1, 0.1], [-0.1, 0.0, 0.0], [0.1, 0.0, 0.0], [0.0, 0.2, 0.0], [0.0, 0.1, -0.4], [0.3, 0.0, -0.1], [0.1, 0.1, -0.1]],
  "lowdin_charge": [-0.04, -0.45, -0.02, -0.07, 0.06, 0.06, 0.06, 0.13, 0.08, 0.08, 0.06, 0.06, -0.05, -0.49, -0.05, -0.06, 0.08, 0.08, 0.07, 0.14, 0.08, 0.06, 0.08, 0.09, -0.06, -0.51, -0.06, -0.07, 0.07, 0.08, 0.08, 0.14, 0.08, 0.08, 0.08, 0.03, -0.06, -0.48, -0.05, -0.05, 0.08, 0.08, 0.06, 0.13, 0.07, 0.07, 0.08, 0.08, -0.05, -0.46, -0.05, -0.09, 0.09, 0.08, 0.09, 0.12, 0.09, 0.07, 0.09, 0.08, -0.06, -0.50, -0.06, -0.06, 0.08, 0.08, 0.07, 0.13, 0.06, 0.08, 0.08, 0.03, -0.08, -0.31, -0.09, 0.07, 0.07, 0.07, 0.09, 0.11, 0.07, -0.09, -0.32, -0.08, 0.06, 0.07, 0.08, 0.11, 0.11, 0.08, -0.08, -0.31, -0.08, 0.08, 0.08, 0.08, 0.09, 0.09, 0.06],
  "lumo_energy_ev": 0.469,
  "orbital_gap_ev": 10.1,
  "e_tot_ha": -1631.12272,
  "homo_energy_ev": -9.62,
  "e_above_lowest_kcal_mol": 22.1
}